1.
{"formula": "C8H8BN3O2S", "method": "ωB97M-V/def2-TZVPD", "homo_ha": -0.2887, "relative_energy_kj_mol": 73.9, "smiles": "C=Cn1nc(-c2nccs2)cc1B(O)O", "lumo_energy_ev": 0.016, "total_energy_ev": -28502.3886, "species": ["C", "C", "N", "N", "C", "C", "N", "C", "C", "S", "C", "C", "B", "O", "O", "H", "H", "H", "H", "H", "H", "H", "H"], "coordinates": [[2.85516, 1.23644, -1.47418], [1.87402, 0.32790, -1.47086], [0.81330, 0.18698, -0.55359], [0.53877, 0.93983, 0.46624], [-0.53577, 0.47127, 1.03825], [-0.91750, 0.88246, 2.34562], [-2.08340, 0.67305, 2.81261], [-2.24198, 1.24033, 4.06770], [-1.14337, 1.84901, 4.47163], [0.19488, 1.73459, 3.43920], [-1.14727, -0.60227, 0.35801], [-0.39813, -0.98488, -0.71642], [-0.66030, -1.85834, -1.94530], [-0.26345, -1.32858, -3.14372], [-1.35819, -2.91313, -1.84321], [3.48401, 1.02910, -2.32929], [3.11288, 1.99398, -0.78729], [1.81445, -0.28206, -2.27715], [-3.16880, 1.52246, 4.56821], [-1.10321, 2.53960, 5.31160], [-2.15631, -0.76536, 0.79482], [-0.43415, -1.86199, -3.93244], [-1.56528, -3.28207, -2.72895]], "atomic_forces_ev_per_a": [[-0.3, -1.7, -1.0], [-0.1, 2.8, 2.8], [-2.9, -3.5, -2.0], [1.2, -0.2, 0.2], [0.7, -0.2, -0.3], [0.7, 0.9, 0.6], [-1.7, -0.2, 0.6], [-0.6, 0.5, -0.9], [1.4, 1.8, 2.2], [-0.7, -0.5, -1.0], [-0.8, 0.0, 0.1], [2.4, 4.0, 2.1], [2.3, 4.1, -0.7], [0.5, 0.0, -0.8], [-2.8, -4.6, -0.5], [0.4, 0.6, 0.1], [-0.1, 0.6, 0.7], [-0.4, -2.1, -2.0], [-0.1, -1.0, -0.5], [0.1, -0.4, 0.0], [0.8, -1.0, -0.9], [0.1, 0.2, 0.2], [0.0, 0.0, 1.0]]}



2.
{"formula": "C4H12O", "method": "ωB97M-V/def2-TZVPD", "homo_ha": -0.3748, "relative_energy_kj_mol": 193.4, "smiles": "CCO.CC", "lumo_energy_ev": 0.928, "total_energy_ev": -6388.1162, "species": ["C", "C", "O", "H", "H", "H", "H", "H", "H", "C", "C", "H", "H", "H", "H", "H", "H"], "coordinates": [[-1.79446, -1.32481, 1.04205], [-2.54915, -0.79875, -0.18814], [-1.59234, 0.10906, -0.86512], [-2.63144, -1.47824, 1.84018], [-1.23329, -0.51471, 1.55715], [-1.23766, -2.16561, 0.83580], [-2.73484, -1.69766, -0.67939], [-3.47534, -0.23768, -0.10024], [-0.68440, -0.01559, -0.63700], [3.31938, 0.71209, 0.50572], [2.34346, 1.27765, -0.58199], [3.52142, 1.39872, 1.31347], [2.71806, -0.09661, 0.77212], [4.11064, 0.07751, 0.07915], [1.30039, 1.35183, -0.22732], [2.43085, 0.97198, -1.63934], [2.73895, 2.33648, -0.85950]], "atomic_forces_ev_per_a": [[-4.0, 3.3, 3.0], [3.5, 1.6, 0.8], [-2.5, -0.2, -0.9], [1.5, -0.6, -1.1], [0.1, -0.5, -0.6], [1.2, -1.8, -0.3], [-0.5, -1.2, -2.0], [0.2, 0.1, 0.6], [0.6, -0.7, 0.5], [-1.1, -0.9, -2.5], [2.0, 3.4, -0.9], [0.3, -0.1, 0.0], [-1.0, -1.4, 1.9], [0.6, 1.3, 0.1], [0.6, 0.0, -0.3], [-0.3, -1.2, 0.8], [-1.1, -1.0, 1.0]]}



3.
{"formula": "C4H35NO12", "method": "ωB97M-V/def2-TZVPD", "homo_ha": -0.3368, "relative_energy_kj_mol": 73.4, "lumo_energy_ev": 0.128, "total_energy_ev": -30775.2487, "species": ["C", "N", "C", "C", "C", "H", "H", "H", "H", "H", "H", "H", "H", "H", "H", "H", "H", "H", "O", "H", "H", "O", "H", "H", "O", "H", "H", "O", "H", "H", "O", "H", "H", "O", "H", "H", "O", "H", "H", "O", "H", "H", "O", "H", "H", "O", "H", "H", "O", "H", "H", "O"], "coordinates": [[-0.39477, -0.15456, 0.31735], [-1.37536, -1.08526, 0.94365], [-3.36528, -0.56895, -0.59693], [-2.81080, -0.66779, 0.87932], [-3.06151, 0.58962, 1.65008], [0.23661, 0.14101, 1.22683], [-0.79481, 0.78353, 0.00613], [0.21029, -0.67671, -0.38349], [-1.35434, -2.02222, 0.56806], [-2.54507, -0.22617, -1.23101], [-4.27126, 0.04189, -0.56215], [-3.59737, -1.52432, -1.07201], [-3.17065, -1.64722, 1.25994], [-3.39427, 1.41273, 0.99241], [-2.17670, 1.08504, 2.06760], [-3.83090, 0.68638, 2.47430], [0.38981, -2.58198, 2.93278], [0.89862, -2.60717, 1.52484], [0.99941, -3.12100, 2.33696], [-1.46989, -3.93360, -0.72684], [-1.66777, -3.11258, -2.01692], [-1.15603, -3.83513, -1.62973], [1.13483, 4.05703, -2.11679], [0.85830, 4.02244, -0.67253], [0.43157, 3.77649, -1.51847], [3.45780, -0.92550, 2.76810], [2.68788, -1.69773, 1.74196], [2.94939, -0.78742, 1.95777], [1.12114, 3.84697, 2.08215], [-0.19788, 3.81085, 1.46054], [0.62201, 4.31648, 1.39547], [0.25767, -1.80860, -2.13972], [1.52929, -2.68619, -2.27992], [1.22468, -1.80083, -2.06654], [2.87970, 2.16043, 1.80201], [2.17869, 0.81988, 2.42440], [2.08819, 1.74058, 2.13108], [2.58388, 1.19036, -2.71463], [1.29068, 0.48546, -2.86128], [1.73794, 1.27948, -3.18745], [-0.73001, -1.17490, 3.12084], [-1.39575, -2.02862, 4.12798], [-0.52264, -1.66147, 3.93250], [-0.96080, 2.43205, -2.09694], [-0.42482, 1.39552, -1.34407], [-0.95657, 1.46424, -2.16926], [4.19918, 1.23585, -0.03557], [3.52050, 0.26597, -0.90798], [3.49439, 1.21410, -0.69425], [-1.55783, -1.13453, -4.23804], [-1.67636, -0.02842, -3.24727], [-1.73214, -0.99170, -3.29817]], "atomic_forces_ev_per_a": [[0.8, -0.7, 3.9], [-0.6, 1.1, -0.2], [0.8, -0.2, 0.9], [0.4, -2.6, -1.2], [-0.9, 2.5, 1.0], [-0.1, -0.2, -1.6], [-0.7, 0.1, -0.3], [0.5, 0.1, -0.7], [0.4, 0.1, -0.4], [-0.5, 0.8, 0.1], [0.3, 0.1, -0.5], [-0.2, -0.3, 0.5], [-1.1, 1.1, 0.6], [-0.1, -0.5, -0.2], [0.3, -0.7, 0.2], [0.7, -1.0, -0.8], [0.9, -1.1, -0.2], [0.0, -0.4, -0.2], [-0.6, 1.0, 0.0], [-0.1, -0.1, 0.0], [-0.1, 0.0, 0.0], [0.1, 0.2, -0.1], [-0.3, -0.4, -0.5], [-0.7, -0.3, 0.1], [0.9, 0.7, 0.6], [0.0, 0.1, 0.0], [-0.2, 0.2, 0.1], [0.4, -0.6, 0.2], [0.3, 0.1, -0.2], [-0.2, 0.2, -0.4], [-0.1, -0.4, 0.5], [0.2, -0.3, -0.2], [-0.2, -0.1, 0.0], [0.0, 0.4, 0.1], [0.4, -0.7, 0.0], [0.7, 0.4, -0.7], [-1.4, 0.8, 0.7], [-0.2, 0.5, -0.3], [-0.3, 0.2, -0.3], [0.7, -0.6, 0.4], [-0.1, 0.4, -0.4], [0.2, -0.1, 0.3], [-0.7, 0.2, 0.1], [-0.2, 0.2, -1.0], [-0.1, -0.7, -1.2], [0.2, 0.7, 1.4], [0.0, 0.3, 0.0], [-0.4, 0.3, 0.0], [0.5, -0.7, 0.0], [0.0, -0.3, 0.1], [0.1, 0.3, 0.6], [0.1, -0.2, -0.6]]}



4.
{"formula": "C3H6N4S", "method": "ωB97M-V/def2-TZVPD", "homo_ha": -0.3152, "relative_energy_kj_mol": 227.0, "smiles": "C/N=C1\\NN=CNS1", "lumo_energy_ev": 0.524, "total_energy_ev": -20001.9837, "species": ["C", "N", "C", "N", "N", "C", "N", "S", "H", "H", "H", "H", "H", "H"], "coordinates": [[-2.57772, -0.08201, 0.05568], [-1.46633, -1.03025, -0.04854], [-0.29139, -0.55104, -0.03938], [0.07442, 0.74489, 0.01165], [1.31434, 1.28517, -0.31410], [2.36685, 0.55878, -0.08051], [2.29249, -0.73373, 0.42620], [1.05837, -1.70937, -0.27752], [-3.51935, -0.64092, 0.06214], [-2.43288, 0.48370, 0.99070], [-2.59845, 0.54415, -0.84042], [-0.65694, 1.37944, -0.24810], [3.32316, 1.01390, -0.27645], [3.11342, -1.26271, 0.57864]], "atomic_forces_ev_per_a": [[0.5, -0.7, 0.0], [0.2, 0.0, 0.2], [-0.1, -1.9, -0.3], [0.5, 1.1, 0.1], [1.4, -0.9, 0.2], [-1.7, 0.4, -0.1], [-1.0, 0.9, -0.3], [-0.6, 0.1, -0.1], [0.2, 0.2, 0.2], [-0.5, 0.2, -0.4], [-0.1, 0.4, 0.2], [-0.1, 0.3, 0.0], [0.2, 0.0, 0.0], [0.9, -0.2, 0.1]]}